{"formula": "C26H53F9O15P2Pb", "method": "ωB97M-V with the def2-TZVPD basis set", "elements": ["H", "C", "H", "H", "H", "H", "H", "H", "C", "C", "F", "C", "H", "H", "C", "C", "H", "C", "F", "H", "O", "O", "H", "H", "H", "C", "C", "H", "O", "C", "H", "F", "H", "C", "H", "H", "H", "F", "H", "O", "F", "O", "C", "P", "C", "C", "C", "H", "C", "O", "F", "C", "H", "C", "H", "C", "H", "O", "H", "H", "H", "H", "H", "O", "H", "H", "C", "O", "C", "H", "O", "H", "C", "C", "H", "H", "H", "O", "F", "H", "H", "Pb", "H", "F", "C", "H", "O", "O", "C", "P", "H", "H", "F", "H", "O", "H", "O", "H", "H", "H", "H", "H", "H", "H", "H", "C"], "coordinates": [[2.933455, 5.525150, -2.527493], [2.464481, -3.636814, 3.112094], [0.779139, 4.675247, -1.371247], [4.202095, -4.291778, 4.165184], [-2.053014, 1.453558, -5.453438], [-5.328550, 3.223521, -3.346187], [4.331221, -3.395325, -2.452617], [-6.057396, 0.532961, 4.982010], [-2.374329, -2.075819, -3.573100], [3.002725, 0.036221, 5.398267], [-3.989448, 3.632724, 1.251535], [-1.051245, 3.288466, -4.824877], [-1.181754, 3.726858, -5.819091], [2.288317, 3.934808, -3.067914], [3.468992, 1.473468, 5.414356], [-3.215452, 1.581948, 2.284314], [-3.268205, -2.543853, -3.144357], [4.886792, -1.638750, -3.530098], [-4.763195, 1.783664, 0.420502], [-2.603621, 2.261798, 2.913352], [-1.155248, 1.228385, -3.578775], [-3.557261, 1.459153, -3.215941], [-1.945929, -3.935451, -4.531511], [-3.680801, -4.612867, 1.211638], [-0.307746, 1.398774, -5.413517], [0.750448, 3.056791, 1.727835], [-4.851612, 1.178019, -2.678190], [1.919479, -4.460169, 3.579120], [-4.447843, 1.215619, 2.979196], [3.902816, 0.270102, 1.826470], [-1.445650, -4.368183, 2.202727], [1.482476, 2.280766, 2.525537], [5.620744, 1.036934, 0.791064], [2.695096, 4.500980, -2.228319], [-4.038911, 1.772182, 4.877664], [3.854756, -0.607479, 5.163799], [3.520920, 1.164439, 2.317712], [1.213998, 4.330773, 1.893564], [-1.871624, 3.706561, -4.233635], [1.104846, -1.607084, -1.200059], [0.653938, -3.528749, -3.552248], [1.925489, 3.237084, -0.356608], [1.068922, -3.762841, -2.272621], [-2.375025, 0.455217, -2.954477], [-5.647009, 2.476206, -2.623549], [5.412082, 0.374197, 1.634205], [-1.184749, 1.784058, -4.880311], [-2.634679, -5.981472, 0.568423], [0.682504, 2.637464, 0.232374], [-2.152735, 0.014211, -1.587870], [1.861816, -4.854253, -2.333686], [-2.028385, -2.887655, -4.818680], [5.855528, -0.602443, 1.465949], [-2.806568, -4.895456, 0.627715], [-1.104601, -2.543865, -5.280293], [1.823406, -2.561796, -1.689397], [4.334411, -1.851473, -1.466980], [2.740291, -2.125172, -2.714098], [-1.612777, -2.164262, -2.798463], [3.399496, 0.152355, 0.866981], [-6.901555, 1.596432, 3.793263], [5.847633, 0.889176, 2.495170], [-4.646506, 3.067829, 3.992208], [-2.544752, 0.496854, 2.006936], [4.396332, -1.768262, -4.489898], [4.054384, -4.994634, 2.636649], [-6.149611, 1.540278, 4.582182], [2.214870, -2.474373, 3.909211], [-4.798623, 1.979268, 4.089355], [3.636848, 3.989323, -1.997623], [3.661925, -0.902808, 2.649410], [2.009932, 5.322135, -0.342061], [-1.614080, -4.071326, 1.133335], [-3.676150, 2.327408, 1.017450], [-4.729908, 0.759777, -1.677980], [3.883011, 1.770486, 6.375833], [4.595826, -3.279441, 2.744338], [0.682763, 1.391763, 0.048429], [-0.027233, -4.113534, -1.611110], [-6.521397, 2.204185, 5.371777], [-0.676230, -4.392165, 0.630682], [-0.657733, -0.722267, 0.478817], [-2.843707, -2.781413, -5.539887], [-0.481703, 3.120890, 2.287787], [1.793563, 4.459588, -0.990705], [5.012154, -0.570835, -3.331316], [1.963366, -0.104467, 4.421248], [1.209201, -0.843563, 2.148987], [4.084015, -2.326648, -2.422662], [2.187541, -1.067775, 3.192651], [-0.093738, 3.598431, -4.414907], [-6.706759, 2.232838, -2.706542], [-2.741480, 2.337569, 0.066845], [2.033678, -3.549770, 2.113017], [-2.655679, -0.728926, -3.988491], [-0.154828, 3.226142, -0.200897], [-1.898606, -2.745718, 1.026480], [2.600638, 2.088287, 5.164138], [5.919314, -2.011503, -3.502274], [-2.989542, -4.587995, -0.409662], [2.581555, -0.282772, 6.350923], [2.459627, -2.990277, -0.865649], [4.187548, 1.665967, 4.616555], [-5.386808, 0.421955, -3.262333], [-5.483032, 2.927578, -1.642212], [3.918620, -4.031335, 3.138601]], "forces_ev_per_angstrom": [[-0.14, -0.01, -0.11], [-0.26, -0.97, 0.03], [-0.16, -0.40, 0.34], [0.03, 0.47, 0.07], [-0.19, 0.11, 0.20], [-0.10, -0.27, -0.40], [0.06, -0.05, 0.43], [-0.27, -0.12, -0.15], [-0.17, -1.33, -0.40], [0.28, -0.11, 0.13], [-0.23, 0.24, 0.13], [-0.87, 0.31, -0.01], [0.24, -0.17, -0.09], [-0.24, 0.14, 0.03], [-0.50, 0.33, -0.41], [1.01, -1.56, 0.21], [-0.12, 0.47, 0.07], [0.60, 0.30, 0.80], [-0.27, -0.02, 0.22], [-0.60, 0.54, 0.09], [-0.04, 0.15, 0.28], [-0.22, 0.17, -0.35], [0.16, -0.01, -0.08], [-0.10, -0.26, 0.07], [-0.09, -0.20, 0.13], [-0.83, 0.93, 0.22], [-0.43, 0.04, 0.28], [-0.24, 0.23, 0.09], [-0.77, 0.69, -0.18], [0.66, -0.03, -0.60], [-0.05, -0.04, -0.04], [0.38, -0.27, 0.02], [-0.07, -0.20, -0.14], [0.64, -0.38, 0.30], [-0.30, -0.13, 0.12], [-0.18, -0.21, 0.03], [-0.15, -0.10, -0.06], [0.43, 0.23, 0.01], [0.22, -0.02, 0.20], [-1.18, 0.42, -0.27], [0.07, -0.10, 0.02], [-0.06, 0.21, -0.09], [-0.25, 0.49, -1.10], [0.77, -0.32, -0.33], [0.17, -0.17, 0.90], [-0.44, 0.78, 0.18], [0.77, -0.01, -0.72], [-0.08, 0.05, 0.46], [0.51, 0.82, 0.07], [-0.26, -0.05, 0.06], [0.27, -0.46, -0.05], [-0.22, 0.41, 0.26], [0.10, -0.03, 0.01], [0.38, 0.03, -0.82], [0.08, -0.09, 0.06], [0.57, 0.29, 2.00], [0.11, -0.38, 0.22], [-0.27, -0.18, -0.58], [0.20, 0.47, -0.16], [-0.27, -0.06, 0.13], [0.12, -0.28, -0.14], [0.23, -0.43, 0.12], [-0.68, -0.03, -0.62], [0.31, -0.09, -0.61], [0.17, -0.17, -0.13], [-0.08, 0.27, -0.45], [-0.36, 0.58, 0.20], [0.25, -0.03, -0.09], [1.65, -0.01, 0.85], [0.01, 0.20, 0.10], [0.30, 0.20, 0.48], [0.24, -0.13, 0.17], [0.00, -0.10, 0.64], [0.05, -0.06, -0.31], [0.00, 0.11, 0.02], [0.06, -0.01, 0.02], [-0.02, 0.00, -0.10], [-0.25, -1.51, 0.05], [-0.10, -0.04, 0.37], [0.20, -0.09, 0.13], [-0.19, -0.01, -0.17], [-0.82, -0.11, -0.01], [0.04, -0.06, -0.03], [-0.12, -0.40, -0.13], [-0.11, 0.68, -0.87], [-0.44, 0.04, -0.08], [0.54, -0.01, -0.01], [-0.40, -0.28, -0.03], [0.21, 0.49, -0.87], [-0.42, 0.13, 0.03], [0.00, -0.03, 0.12], [-0.04, 0.26, -0.14], [0.39, 0.25, -0.10], [0.18, 0.37, -0.07], [-0.16, 0.11, 0.42], [-0.10, 0.17, 0.01], [0.54, 0.41, -0.26], [0.06, 0.15, 0.30], [-0.17, -0.24, -0.40], [-0.09, 0.11, 0.08], [-0.02, 0.08, 0.05], [0.20, -0.51, -0.32], [0.14, -0.08, 0.10], [0.36, 0.07, -0.36], [-0.10, 0.04, -0.07], [0.31, -0.62, 0.40]], "orbital_gap_ev": 5.8, "total_charge": -2, "energy_ev": -106822.9676, "de_lowest_kj_mol": 19.0}